(1)
Computed, not measured: a structure of composition C25H33Al2Br4F5MgN2O7S in a non-equilibrium geometry, with ωB97M-V/def2-TZVPD.

Element x y z (Å)
C: 4.5524 -4.9642 5.2755
H: -1.8123 -0.5569 -0.4771
H: 5.4993 -4.6066 4.8920
C: -3.6240 -6.9150 0.8817
H: -3.0546 6.8863 -1.9304
Br: -2.7253 7.2622 2.0053
C: -0.6280 -3.4867 -4.0883
F: 5.5941 -4.8395 0.0409
C: 0.9056 4.6254 2.1603
H: -1.7122 -6.1925 0.2757
H: -1.6922 -3.6236 -3.9869
H: 0.0013 6.4457 2.7631
N: 4.7519 -5.4783 6.6584
F: 2.8305 -4.6316 0.0220
H: -3.3756 5.2585 3.3068
H: 1.4178 2.9805 3.4165
O: 3.7705 -5.9154 7.2251
C: -2.1269 -4.1046 -0.7966
S: 2.5641 -2.0347 -2.1402
N: -0.5011 -2.4074 -1.8949
C: 1.1667 1.0273 0.0397
Br: -1.6921 -5.1145 3.1819
C: 0.0726 -1.2692 -1.2966
F: -3.5921 -9.3031 0.7609
H: -0.6726 -4.4907 -5.9664
H: 1.5522 1.8883 0.5737
Br: -2.2289 6.5514 5.0690
F: 4.3552 -2.3476 0.1338
H: -2.2331 8.1045 -4.2388
O: -1.2528 7.5269 -1.1452
C: -0.4121 8.5526 -1.4968
Al: 2.5918 -0.0623 -3.6542
H: 4.1763 -5.7833 4.6720
C: 1.3469 4.0654 3.4757
H: 3.8275 -4.1590 5.3317
C: 0.1425 -2.8697 -3.1135
O: 5.8680 -5.4266 7.1268
H: -3.4236 -3.3578 -2.3272
Mg: -0.8425 2.5473 -1.0802
O: -3.1717 -4.9357 -0.2412
H: -2.3604 -5.1454 1.8004
H: -0.8297 1.3805 0.6880
C: 2.0943 -3.2970 -4.5010
C: -2.0548 8.3585 -3.1961
C: -2.0540 7.1465 -2.2724
O: 0.6780 3.8853 1.2014
C: -2.7798 -2.9566 -1.5434
C: 1.9723 0.1645 -0.6854
Al: 4.2875 -4.0010 0.6669
H: 3.1678 -3.2502 -4.6446
C: 0.7501 6.1015 2.0482
H: -1.4915 -3.7729 0.0230
C: -2.6775 -5.8295 0.6450
C: -3.3885 6.3103 3.5509
O: -1.8342 -2.0776 -2.2044
H: 0.4241 6.3647 1.0434
C: -0.2031 0.7161 0.0702
Br: -5.2058 6.7768 3.9490
H: -1.5961 6.2650 -2.7449
H: 1.7648 -4.3444 -6.3526
H: 3.0410 0.3434 -0.7434
H: -4.6099 -6.6222 0.5259
H: 0.6225 4.3315 4.2475
C: -0.6789 8.9670 -2.9285
H: 0.0922 8.5340 -3.5675
F: 4.2538 -4.0612 2.3478
C: 1.4432 -0.9587 -1.3148
H: -3.2944 -7.8644 0.2672
C: 1.3208 -3.9197 -5.4672
H: -0.6787 10.0485 -3.0216
O: 0.4079 8.9811 -0.7495
C: 1.5068 -2.7914 -3.3529
C: -0.7512 -0.3969 -0.5857
H: -2.8313 9.0564 -2.8837
H: 1.7037 6.5929 2.2485
H: 2.3251 4.4686 3.7398
H: -3.4426 -2.3813 -0.8941
H: -1.5659 -4.7290 -1.4932
H: -3.6964 -7.2448 1.9105
C: -0.0446 -3.9949 -5.2409

## Properties
**Frontier orbital gap**: 1.33 eV
**E_tot**: -366982.777 eV
**Total charge**: +2

(2)
Computed, not measured: a structure of composition C20H19BF6IrN9O2S3Sb, with ωB97M-V/def2-TZVPD.

Element x y z (Å)
C: -1.1495 -3.9004 1.6645
F: 3.3819 0.2636 -2.5760
S: -0.9760 -2.9455 -3.1601
H: -0.4094 -7.2064 1.4165
H: -0.3742 -4.4725 -0.6779
H: -1.7807 -2.9235 3.4741
N: -0.9199 -1.4833 -0.9027
C: -4.0251 -0.2498 -0.6240
Ir: -1.0356 0.0520 0.3444
H: -0.7225 0.6400 3.5585
H: -1.4031 -2.8326 -5.4960
C: -0.7198 -6.2796 1.8779
F: 3.9784 -2.3846 -2.2717
H: -2.7704 3.9851 -0.2479
H: -0.6975 4.5351 -1.8846
O: -0.3681 -5.3054 -0.1861
C: 0.8811 2.9512 -2.0272
F: 1.9311 -2.9444 -3.9417
H: -3.9825 -1.3244 -0.5387
C: -1.2359 -2.6665 0.9598
C: -1.6245 2.6933 3.5856
H: -1.7124 -4.9697 4.8507
C: -2.0829 3.4013 2.4885
H: 1.5850 0.9117 -1.4319
C: -5.0775 0.5713 -1.0163
N: -0.9794 -2.6555 -0.4263
C: -0.3100 3.5533 -1.6695
H: -2.5781 -0.8165 -4.8823
N: -1.9258 2.6514 1.3929
C: -4.5776 1.8573 -0.9053
B: -2.3007 2.9032 -0.0843
C: -0.8690 -2.1831 -4.8051
H: -1.5939 3.0199 4.6091
N: -0.3076 1.5612 -0.7711
S: -1.1919 -0.0433 -3.1286
C: -1.0648 -6.2140 3.2040
C: -1.1841 1.4823 3.0708
C: -1.4899 -3.8712 3.0437
Sb: 2.7851 -1.3731 -3.2867
H: 1.6794 3.3604 -2.6196
F: 1.4130 -0.4010 -4.2310
C: -1.4528 -5.0013 3.8028
F: 3.8965 -1.2750 -4.7797
N: 2.0145 2.2959 1.6081
C: 0.8498 1.6995 -1.4255
S: 1.0767 -0.3699 1.3077
H: -1.0292 -7.1156 3.8016
N: -1.0194 2.7014 -0.9148
C: -1.4955 -0.8002 -4.7521
O: -1.6079 -1.5831 1.4830
H: -2.5017 4.3907 2.4143
C: -0.7427 -5.1314 1.0809
H: 0.1889 -2.1546 -5.0524
C: 1.6529 1.2087 1.4776
N: -3.3094 1.7901 -0.4838
H: -6.0655 0.2745 -1.3195
F: 1.5076 -1.4327 -1.8329
H: -1.0446 -0.1413 -5.4922
H: -5.0408 2.8123 -1.0880
C: -0.9897 -1.4852 -2.3362
N: -1.3776 1.4690 1.7507
N: -2.9682 0.5006 -0.3109

## Properties
**Frontier orbital gap (spin up / spin down)**: 4.83 / 4.84 eV
**E_tot**: -97417.253 eV
**Total charge**: +1

(3)
Computed, not measured: a structure of composition C10H15AsNO4PdS5 in a non-equilibrium geometry, with ωB97M-V/def2-TZVPD.

Element x y z (Å)
As: 2.3680 0.5880 3.9673
C: 1.3803 0.0005 -1.6224
H: 1.9356 1.8419 -0.6202
O: -0.5906 1.9013 -5.9652
H: 2.6471 -0.5188 -0.1383
S: 1.3590 2.1152 2.7745
C: 0.7046 1.5881 -3.7740
H: 0.6345 -1.6673 -2.7995
S: 2.6684 -1.0416 2.5499
H: -3.0199 -0.6737 3.6177
N: 1.7646 -0.7620 -0.5773
H: -2.4054 0.7430 2.7386
H: 1.3671 3.2645 -2.5941
S: 4.1368 1.2246 4.9216
O: -1.0320 -0.4836 0.9193
H: -3.0461 -1.9451 0.1512
C: 1.5573 1.4152 -1.5401
H: 1.6475 -1.7599 -0.6904
S: 0.4934 2.5522 -5.2628
C: -1.9173 -1.1375 1.8087
H: -1.2536 -3.1455 1.3673
C: -2.1770 -0.2785 3.0448
H: -1.9728 -2.9648 2.9846
C: 0.8008 -0.5959 -2.7754
H: -3.6573 -0.3967 0.7614
S: 1.2082 -0.0354 5.6378
C: 1.2385 2.1900 -2.6111
C: -3.2281 -1.3575 1.0543
H: -3.9434 -1.8906 1.6856
H: 0.0628 -0.2286 -4.7455
Pd: 0.7178 0.1383 1.6049
C: -1.3378 -2.4851 2.2353
H: -1.3066 -0.2575 3.7003
H: -0.3440 -2.3475 2.6630
O: 0.2415 3.8981 -4.8030
C: 0.4831 0.1864 -3.8391
O: 1.8152 2.3258 -5.8298

## Properties
**⟨S²⟩**: 6.042
**Spin multiplicity**: 5
**Frontier orbital gap (spin up / spin down)**: 7.64 / 4.33 eV
**E_tot**: -138788.671 eV
**Total charge**: -1

(4)
Computed, not measured: a cluster of 2 separate species, C3H2N2O2 in total in a non-equilibrium geometry, with ωB97M-V/def2-TZVPD.

Element x y z (Å)
C: 0.9845 -0.0627 0.5480
H: -0.8988 0.1614 1.6244
N: 1.4543 -0.0578 -0.7216
C: 1.1847 1.2260 -0.1565
N: -1.5915 -0.1370 0.9856
H: 1.7775 -0.6956 -1.4193
O: 1.1186 2.3436 -0.4576
C: -1.8972 -0.9568 0.1899
O: -2.1321 -1.8211 -0.5930

## Properties
**Frontier orbital gap**: 9.51 eV
**E_tot**: -10214.400 eV
**Total charge**: 0

(5)
Computed, not measured: a cluster of 2 separate species, C17H23IN2O7 in total in a non-equilibrium geometry, with ωB97M-V/def2-TZVPD.

Element x y z (Å)
C: 0.5325 -0.0318 0.7932
H: -0.1824 2.5636 1.4272
H: 0.2743 5.3074 1.9449
C: 2.5682 -2.8463 -4.9514
H: -0.8107 4.6626 0.7173
H: -0.8477 -1.7389 3.4423
O: 3.4101 -3.4175 -5.6684
O: 1.7589 -3.1980 1.0149
H: 2.4980 2.0725 0.9561
H: 1.9454 1.2473 -1.2446
C: 3.0580 -2.1659 -3.6344
C: 0.7501 -1.3418 -3.1537
H: -4.3647 0.4766 2.1800
C: 1.1363 1.7632 -0.7042
H: -0.0670 0.9524 3.9346
H: 0.8473 5.0988 0.2778
C: 2.1069 -1.4339 -2.8566
H: 1.0222 0.5648 1.5750
C: 1.1935 -2.7574 -5.2202
C: -4.4425 -0.5148 1.7247
C: -0.3404 -0.8752 2.9994
H: -0.0184 0.1698 -1.1154
C: 1.7320 2.6406 0.4110
C: 0.2295 4.6524 1.0651
H: -2.8696 -1.2933 2.8464
O: -0.2743 -2.2339 1.0497
C: -1.9785 -0.5116 1.0304
C: 0.2410 -2.1007 -4.4116
C: -3.1067 -1.2403 1.7723
O: -0.9785 -2.0836 -4.6540
H: 1.1246 3.2072 2.4116
O: -0.1130 -0.7010 -2.4876
O: 1.4691 -1.0748 0.3633
H: 0.8036 -3.2334 -6.1165
C: 1.0714 -2.2569 0.8190
N: -0.8346 0.3758 3.6118
H: 0.6479 2.4127 -1.4433
H: -2.0993 0.5716 1.1431
H: -3.2209 -2.2609 1.3907
H: -5.2431 -1.0851 2.1959
H: -1.3946 0.1666 4.4291
N: 0.1187 0.7969 -0.2658
H: 2.5074 -0.9381 -1.9778
H: -2.0369 -0.7614 -0.0360
H: 2.2477 3.4764 -0.0812
C: -0.5760 -0.8898 1.4816
I: -5.1685 -0.1381 -0.2616
C: 0.6951 3.2173 1.4001
H: 0.7322 -1.0078 3.1905
O: 4.2464 -2.2647 -3.3148

## Properties
**Frontier orbital gap**: 3.77 eV
**E_tot**: -43415.772 eV
**Total charge**: -2

(6)
Computed, not measured: a cluster of 7 separate species, C33H74N9O9P in total in a non-equilibrium geometry, with ωB97M-V/def2-TZVPD.

Element x y z (Å)
C: -5.6014 -2.3853 -6.5122
C: -6.5777 0.5111 1.0063
H: -8.0325 -6.0517 -6.3806
C: -6.0227 -7.4842 -5.2186
H: 6.9538 6.1155 0.5791
H: -8.6488 -8.1829 -4.2251
N: 0.4513 -0.4093 8.0557
C: -3.7867 -1.4151 -8.0571
H: -3.1831 -2.2828 -7.7705
C: -0.6819 -0.0258 8.9117
H: 12.3900 6.5670 -0.2068
H: 6.4034 3.6278 0.5191
H: -5.1480 -4.2728 -8.1461
H: 6.1556 2.5248 -1.4243
H: 5.0149 0.3679 1.8753
H: 12.6394 4.2594 -0.5700
H: 0.0787 -0.9967 7.3035
O: -2.1976 -0.1934 6.9256
H: -7.6276 -0.3550 -2.2263
H: 12.3416 3.8935 0.9666
H: -5.2936 0.2393 -0.9594
C: 4.0222 0.4776 2.3290
N: -7.4649 1.3111 1.5011
C: -5.4057 -0.2731 0.1112
H: 3.3950 1.7073 0.8261
H: 10.5967 4.5301 3.0064
C: 5.2927 3.1074 -1.7567
C: 6.4452 5.6742 -0.2868
H: -0.1578 -0.1156 0.3732
C: -3.9588 -0.2701 0.8809
C: -5.8643 -1.8424 -0.2236
H: -2.4645 -0.0805 -1.0361
H: -6.1709 -2.1104 -5.6164
C: -6.0108 -3.6902 -8.4785
H: -0.3392 0.7541 9.6027
H: -5.3852 -5.8948 -3.1525
H: 2.9654 0.7650 5.5065
C: 7.5168 5.3825 -1.3353
C: 12.0465 5.8558 0.5545
C: 12.3957 6.4531 1.9161
H: 9.9616 6.5571 0.5664
C: -2.2742 -0.3608 3.1079
H: -6.3879 -0.6033 -8.2323
N: 5.5095 6.6728 -0.8263
H: 11.7261 7.2836 2.1637
C: -2.5147 -0.1509 0.1386
H: -3.5939 -1.5447 6.2942
H: 4.9156 6.1943 -1.5105
C: 5.7021 4.4123 0.2096
H: -3.1081 -0.5586 -8.1531
N: 12.7932 4.6007 0.3786
H: 13.4195 6.8470 1.9053
H: -3.7284 -1.1229 8.0108
P: -7.7410 -2.0003 -0.6170
H: -2.4069 -2.1877 7.4211
H: -4.9415 -7.5616 -5.0529
O: -8.5475 -2.0311 0.7776
C: -6.4518 -6.0363 -4.8865
C: 10.5297 5.6471 0.3383
C: -1.8414 0.5719 8.0816
O: 9.9818 4.5229 1.0345
H: 0.7883 0.4209 7.5688
H: 9.3762 5.7823 2.5941
N: -6.3534 -5.7628 -3.4446
H: 7.1000 5.1990 -2.3279
H: -1.5146 1.5461 7.6989
O: -6.5651 -2.9056 -7.4337
H: 4.8586 6.9423 -0.0889
H: 4.1966 -1.1148 3.8002
H: 8.1204 4.5148 -1.0487
H: 10.3664 5.4407 -0.7262
O: -8.0796 -3.5612 -1.3695
H: 3.8557 -1.6754 2.1587
H: -4.6909 -0.5137 3.1936
N: -0.9305 -0.2452 2.4771
O: -6.6109 -8.4832 -4.3791
C: -1.1696 -0.1709 1.0093
H: -6.1900 -7.7212 -6.2763
H: 12.3492 5.7208 2.7249
H: -8.1254 -9.8546 -4.3786
H: -5.7617 -5.3631 -5.4097
O: 2.8676 2.0738 3.8747
H: 4.5224 2.4129 -2.1047
C: -3.0228 -1.3154 7.1988
O: -8.3606 -0.6440 -1.5800
N: 3.0723 0.8469 1.2683
C: -4.8583 -1.1234 -7.0086
H: -8.6397 -6.1025 -4.7150
H: 5.5589 3.7436 -2.6017
H: -1.1876 -2.1460 9.1760
H: -6.7811 -4.3847 -8.8265
H: 2.5667 -0.9648 3.1173
H: 1.6165 0.5003 4.3497
C: -7.9391 -8.8367 -4.7335
C: 3.6320 -0.8885 2.8895
H: 4.6279 2.4476 2.9517
C: -1.0908 -1.2282 9.7600
H: -2.0414 -1.0427 10.2712
N: -4.1266 -2.8803 -2.3992
C: 4.1274 1.5834 3.4047
H: -0.3345 -1.4226 10.5305
H: -8.0991 -8.8152 -5.8144
C: -4.9778 -2.3617 -1.5401
H: -4.9001 -3.1698 -6.2027
H: -2.7238 0.7654 8.7036
H: 5.1326 4.6872 1.1054
H: 1.5817 1.8719 5.4496
H: -8.0018 -4.6022 -5.3692
N: -5.7940 -0.1249 -7.5481
H: -4.3498 -0.6821 -6.1427
H: -6.4449 0.1446 -6.8107
H: 4.7574 1.2684 4.2455
H: -5.7446 -3.0541 -9.3235
C: -7.8617 -5.6902 -5.3610
H: -2.2239 -0.4721 4.2980
H: 8.1954 6.2390 -1.4313
H: -5.5624 -2.4822 0.7089
C: 9.7142 4.7597 2.4081
C: 2.2421 1.2453 4.8428
C: -3.7521 -0.4081 2.4899
O: 4.7384 3.8920 -0.7119
H: -4.2035 -1.5987 -9.0497
H: 8.9225 4.0733 2.7228
H: -7.2977 -3.8652 -1.9196
H: -6.8571 -6.5109 -2.9583
H: 2.1981 1.1230 1.7259

## Properties
**Frontier orbital gap**: 8.22 eV
**E_tot**: -76535.126 eV
**Total charge**: 0
**Structure (SMILES)**: N#C[C@@H](c1ccncc1)[C@H](C#N)P(=O)(O)O.COC[C@@H](C)N.COC[C@@H](C)N.COC[C@@H](C)N.COC[C@@H](C)N.COC[C@@H](C)N.COC[C@@H](C)N

(7)
Computed, not measured: a structure of composition C4H8O2 in a non-equilibrium geometry, with ωB97M-V/def2-TZVPD.

Element x y z (Å)
O: -0.3031 0.7012 0.3906
H: 0.2251 -0.6149 -1.1334
H: -0.8250 0.7553 -1.5844
O: 1.5305 -0.8533 0.7999
C: 1.9825 0.8506 0.4463
C: -0.6135 0.0126 -0.8034
C: -1.8187 -0.8389 -0.4802
H: 2.5758 1.6607 0.8983
H: 2.0451 0.7558 -0.6276
H: -2.2022 -1.3481 -1.3648
H: -1.5278 -1.5818 0.2703
C: 0.8399 0.2814 1.0817
H: 0.6941 0.4265 2.1566
H: -2.6029 -0.2071 -0.0496

## Properties
**Frontier orbital gap**: 9.48 eV
**E_tot**: -8369.196 eV
**Total charge**: 0

(8)
Computed, not measured: a cluster of 4 separate species, C8H16Br8 in total in a non-equilibrium geometry, with ωB97M-V/def2-TZVPD.

Element x y z (Å)
H: 5.9267 9.1207 10.2508
H: 4.1624 8.8677 12.8063
H: 8.1570 6.1852 7.2046
Br: 4.8266 11.1897 12.0335
H: 9.6568 8.3099 8.7456
H: 8.3507 13.1294 10.0152
Br: 3.6538 7.8970 10.1927
H: 7.3153 7.9762 14.8819
H: 5.8558 7.6876 11.1999
Br: 5.7960 6.5807 16.7453
Br: 9.7632 5.9674 9.6725
Br: 8.2354 6.8700 13.0680
H: 8.0206 7.7088 9.2199
H: 8.0997 7.9348 6.8230
C: 6.4655 6.0009 15.0056
Br: 10.1783 6.8718 5.9979
C: 5.3519 8.5978 11.0515
H: 6.7213 4.9874 15.1092
C: 7.6410 6.9735 14.8777
H: 5.6842 6.1649 14.2478
H: 5.9058 9.1213 13.0204
C: 8.6425 7.0967 7.2458
Br: 8.2535 12.8721 12.4868
Br: 8.5302 11.1223 8.2070
C: 8.8775 11.0508 10.0633
H: 8.5840 10.0599 10.4214
C: 5.0926 9.2309 12.3216
H: 8.4315 6.7393 15.5775
C: 8.0671 12.2613 10.5858
C: 8.9827 7.4700 8.6046
H: 9.9292 11.1280 10.2095
H: 6.9966 12.1111 10.4898

## Properties
**Frontier orbital gap**: 10.51 eV
**E_tot**: -568894.927 eV
**Total charge**: 0
**Structure (SMILES)**: BrCCBr.BrCCBr.BrCCBr.BrCCBr

(9)
Computed, not measured: a cluster of 2 separate species, C2H8S2 in total in a non-equilibrium geometry, with ωB97M-V/def2-TZVPD.

Element x y z (Å)
S: 0.3424 -1.3770 0.8377
H: 1.1372 -1.0625 -2.6236
H: 0.2370 0.2511 -2.7541
H: -0.7277 2.8176 3.7823
H: -1.7056 1.2637 2.5151
C: 0.7994 -0.2902 -0.6277
H: 1.8706 -0.0786 -0.5488
H: 0.4017 0.6718 -0.3671
H: -0.6185 -1.0593 -2.2614
S: -1.4446 1.6617 3.7567
H: -0.6269 -2.2077 0.4080
C: 0.3351 -0.5908 -2.1171

## Properties
**Frontier orbital gap**: 9.87 eV
**E_tot**: -23873.042 eV
**Total charge**: 0
**Structure (SMILES)**: CCS.S

(10)
Computed, not measured: a structure of composition C5H7O3Tl in a non-equilibrium geometry, with ωB97M-V/def2-TZVPD.

Element x y z (Å)
C: 0.2110 -4.4390 0.1153
C: -1.4507 2.6417 -0.2075
H: -2.2926 2.9205 0.4369
H: 0.2984 -4.8955 1.1028
O: -0.6870 -2.1335 -0.0513
C: -0.4303 1.8615 0.5418
C: 0.5780 -0.1289 -0.5633
H: -1.8201 2.1318 -1.1049
O: 1.6879 -0.2595 -0.8194
H: 0.4779 -4.9797 -0.7930
Tl: 5.0707 2.6149 -0.0320
O: -0.3919 0.4455 -0.1238
H: 0.5866 2.2518 0.4422
C: -0.2295 -3.2175 0.0194
H: -0.6723 1.6335 1.5843
H: -0.9360 3.5524 -0.5476

## Properties
**⟨S²⟩**: 0.758
**Spin multiplicity**: 2
**Frontier orbital gap (spin up / spin down)**: 10.00 / 7.00 eV
**E_tot**: -16099.692 eV
**Total charge**: +3

(11)
Computed, not measured: the molecule C3H5FI2S in a non-equilibrium geometry, with ωB97M-V/def2-TZVPD.

Element x y z (Å)
S: 2.0575 -0.3700 0.8391
I: -0.3139 0.7201 3.2250
C: -0.3336 0.0653 -1.2154
H: 0.7351 0.2800 -1.3301
C: 0.0351 -0.1420 1.2911
I: -1.4969 0.9296 -2.7452
H: -0.4512 -1.0356 -1.1609
F: -0.4941 -1.3823 1.4045
H: 2.0110 -1.7270 0.8749
H: -1.7025 0.4733 0.2981
H: -0.3842 1.5302 0.3404
C: -0.6972 0.5651 0.1765

## Properties
**Frontier orbital gap**: 9.30 eV
**E_tot**: -32944.937 eV
**Total charge**: 0
**Structure (SMILES)**: F[C@](S)(I)CCI

Among the records above, which one has the highest total charge? C5H7O3Tl